The following is a DFT calculation (the ωB97M-V functional and the def2-TZVPD basis) of C7H10 in the gas phase at a distorted geometry.

Cartesian coordinates (Å):
1 C 0.246 -3.585 -1.214
2 C -0.135 -2.299 -1.222
3 C 0.415 -1.244 -0.421
4 C 0.060 0.059 -0.446
5 C 0.000 1.097 0.597
6 C -0.149 2.417 0.470
7 C -0.316 3.121 1.844
8 H 1.111 -3.776 -0.584
9 H -0.350 -4.321 -1.706
10 H -1.051 -2.047 -1.748
11 H 1.294 -1.432 0.201
12 H -0.681 0.167 -1.264
13 H -0.159 0.720 1.601
14 H -0.071 3.169 -0.297
15 H 0.567 2.960 2.457
16 H -0.554 4.179 1.752
17 H -1.067 2.568 2.444

Output
Charge: 0
E_LUMO, eV: 0.4561
E, a.u.: -272.619844
Structure (SMILES): C=C/C=C/C=C/C

The following is a DFT calculation (the ωB97M-V functional and the def2-TZVPD basis) of C7H10 in the gas phase.

Cartesian coordinates (Å):
1 C 1.737 0.465 -0.569
2 C 1.332 -0.978 -0.409
3 C 0.333 0.125 -0.186
4 C -0.875 0.290 -1.112
5 C -2.146 0.097 -0.336
6 C -1.656 -0.174 1.038
7 C -0.241 0.405 1.191
8 H 1.926 0.838 -1.573
9 H 2.381 0.896 0.195
10 H 1.237 -1.578 -1.312
11 H 1.715 -1.526 0.450
12 H -0.930 1.310 -1.532
13 H -0.897 -0.372 -1.987
14 H -0.321 1.491 1.340
15 H -1.575 -1.279 0.922
16 H -2.363 -0.004 1.854
17 H 0.341 -0.003 2.024

Output
Charge: 0
E_LUMO, eV: 0.4117
E, a.u.: -272.570110

The following is a DFT calculation (the ωB97M-V functional and the def2-TZVPD basis) of C7H10 in the gas phase at a distorted geometry.

Cartesian coordinates (Å):
1 C 1.434 -2.442 0.185
2 C 1.500 -1.161 -0.144
3 C 0.388 -0.447 -0.802
4 C -0.264 -1.054 -1.818
5 C 0.073 0.910 -0.259
6 C -0.963 1.080 0.547
7 C -1.305 2.383 1.226
8 H 2.094 -2.881 0.922
9 H 0.665 -3.106 -0.187
10 H 2.287 -0.528 0.263
11 H -1.335 -1.161 -1.933
12 H 0.322 -1.594 -2.557
13 H 0.867 1.595 -0.531
14 H -1.433 0.202 0.975
15 H -1.762 3.030 0.468
16 H -0.472 2.917 1.679
17 H -2.095 2.257 1.966

Output
Charge: 0
E_LUMO, eV: 0.7594
E, a.u.: -272.604443
Structure (SMILES): C=CC(=C)/C=C/C

The following is a DFT calculation (the ωB97M-V functional and the def2-TZVPD basis) of C7H10 in the gas phase at a distorted geometry.

Cartesian coordinates (Å):
1 C 1.919 0.451 2.721
2 C 1.609 -0.228 1.589
3 C 0.273 -0.088 0.858
4 C 0.332 -0.081 -0.496
5 C -0.924 -0.183 -1.350
6 C -1.922 -0.832 -0.708
7 C -1.095 0.881 -2.431
8 H 2.330 -0.094 3.558
9 H 1.653 1.528 2.849
10 H 2.173 -1.121 1.360
11 H -0.551 -0.503 1.442
12 H 1.303 -0.126 -0.977
13 H -1.655 -1.727 -0.174
14 H -2.976 -0.679 -0.929
15 H -1.700 0.395 -3.206
16 H -1.825 1.579 -2.002
17 H -0.160 1.263 -2.821

Output
Charge: 0
E_LUMO, eV: 0.4428
E, a.u.: -272.582743
Structure (SMILES): C=C/C=C/C(=C)C

The following is a DFT calculation (the ωB97M-V functional and the def2-TZVPD basis) of C7H10 in the gas phase.

Cartesian coordinates (Å):
1 C 1.640 0.832 0.653
2 C 1.584 -0.634 0.304
3 C 0.619 -0.963 -0.838
4 C -0.465 -0.074 -0.130
5 C -1.925 -0.342 -0.146
6 C -1.478 1.003 -0.629
7 C 0.464 0.025 1.089
8 H 1.459 1.600 -0.095
9 H 2.352 1.108 1.429
10 H 2.373 -1.285 0.679
11 H 0.297 -2.020 -0.793
12 H 0.960 -0.781 -1.863
13 H -2.273 -1.024 -0.914
14 H -2.439 -0.379 0.807
15 H -1.647 1.236 -1.685
16 H -1.761 1.859 -0.005
17 H 0.239 -0.165 2.137

Output
Charge: 0
E_LUMO, eV: 1.1783
E, a.u.: -272.619892
Structure (SMILES): C1[C@@H]2CC3(CC3)[C@H]12

The following is a DFT calculation (the ωB97M-V functional and the def2-TZVPD basis) of C7H10 in the gas phase at a distorted geometry.

Cartesian coordinates (Å):
1 C 2.322 2.020 -0.174
2 C 1.099 1.523 -0.012
3 C 0.786 0.224 0.616
4 C -0.303 -0.518 0.355
5 C -0.720 -1.621 1.271
6 C -1.094 -0.249 -0.854
7 C -2.028 -1.093 -1.308
8 H 3.189 1.376 -0.130
9 H 2.453 3.056 -0.445
10 H 0.218 2.051 -0.356
11 H 1.438 -0.060 1.430
12 H -1.797 -1.554 1.471
13 H -0.536 -2.628 0.901
14 H -0.298 -1.513 2.268
15 H -0.721 0.493 -1.553
16 H -2.398 -1.848 -0.627
17 H -2.484 -0.946 -2.277

Output
Charge: 0
E_LUMO, eV: 0.5772
E, a.u.: -272.650064
Structure (SMILES): C=C/C=C(/C)C=C

The following is a DFT calculation (the ωB97M-V functional and the def2-TZVPD basis) of C7H10 in the gas phase.

Cartesian coordinates (Å):
1 C -0.603 -1.178 -1.384
2 C -1.358 -0.081 -1.346
3 C -0.660 1.031 -0.590
4 C 0.327 0.218 0.241
5 C 0.707 -0.956 -0.657
6 C -0.032 -0.067 1.666
7 C 1.188 0.762 1.337
8 H -0.866 -2.108 -1.878
9 H -2.337 0.028 -1.805
10 H -0.137 1.695 -1.296
11 H -1.325 1.656 0.017
12 H 1.492 -0.673 -1.377
13 H 1.076 -1.824 -0.101
14 H -0.900 0.446 2.074
15 H 0.117 -1.076 2.045
16 H 2.160 0.298 1.493
17 H 1.150 1.827 1.561

Output
Charge: 0
E_LUMO, eV: 1.1857
E, a.u.: -272.672382
Structure (SMILES): C1=CCC2(C1)CC2

The following is a DFT calculation (the ωB97M-V functional and the def2-TZVPD basis) of C7H10 in the gas phase at a distorted geometry.

Cartesian coordinates (Å):
1 C 2.361 -2.038 0.962
2 C 1.086 -1.717 0.984
3 C 0.556 -0.460 0.372
4 C -0.268 -0.515 -0.660
5 C -0.613 0.729 -1.432
6 C -1.370 1.867 -0.756
7 C -1.654 1.907 0.535
8 H 3.197 -1.359 0.891
9 H 2.671 -2.992 1.385
10 H 0.299 -2.367 1.351
11 H 0.972 0.457 0.769
12 H -0.812 -1.408 -0.936
13 H 0.312 1.191 -1.808
14 H -1.136 0.521 -2.364
15 H -1.853 2.524 -1.468
16 H -2.449 2.512 0.953
17 H -1.300 1.148 1.223

Output
Charge: 0
E_LUMO, eV: 1.1446
E, a.u.: -272.627140
Structure (SMILES): C=C/C=C/CC=C